1.
C30H70BN2O6Sn as an isolated structure in a non-equilibrium geometry. Source: the OMol25 dataset; level of theory: ωB97M-V with the def2-TZVPD basis set.

Element x y z (Å)
1 Sn -2.8524 2.7835 -1.0459
2 B -0.4522 0.8217 -0.6833
3 H -0.3967 1.8750 -0.9107
4 H -0.7514 0.3048 -1.5820
5 H 0.4823 0.4662 -0.2776
6 H -1.2431 0.6713 0.0351
7 C 3.9724 -4.1685 4.2947
8 C 3.2237 -2.9350 3.6513
9 N 4.0189 -2.2208 2.6033
10 C 5.1601 -1.5199 3.1478
11 C 6.1645 -1.0921 2.1177
12 C 3.1801 -1.3597 1.7413
13 C 2.5701 -0.1097 2.4539
14 H 3.3795 -4.6688 5.0604
15 H 4.8271 -3.8947 4.9132
16 H 4.3756 -4.8381 3.5349
17 H 2.3278 -3.3105 3.1569
18 H 2.8666 -2.2227 4.3951
19 H 4.8325 -0.6845 3.7666
20 H 5.6946 -2.1979 3.8131
21 H 5.8611 -0.1385 1.6856
22 H 7.1496 -1.0047 2.5761
23 H 6.1717 -1.8769 1.3613
24 H 2.3233 -1.9447 1.4071
25 H 3.7307 -1.0928 0.8392
26 H 3.3244 0.6483 2.6649
27 H 2.0684 -0.3110 3.4004
28 H 1.7809 0.2753 1.8081
29 C -4.2802 2.9603 3.2329
30 C -3.9389 1.5003 2.8246
31 N -4.3678 1.2026 1.4218
32 C -5.8063 1.1972 1.3091
33 C -6.3281 0.9332 -0.1123
34 C -3.8557 -0.1248 1.0313
35 C -4.5368 -1.3590 1.7506
36 H -3.7474 3.2361 4.1430
37 H -5.3262 3.2194 3.3970
38 H -3.8958 3.6146 2.4505
39 H -2.8535 1.4417 2.9048
40 H -4.4507 0.8489 3.5330
41 H -6.1384 0.3906 1.9627
42 H -6.2015 2.1717 1.5959
43 H -7.3891 0.6939 -0.0411
44 H -6.2916 1.7238 -0.8618
45 H -5.8731 0.0251 -0.5076
46 H -2.7975 -0.1620 1.2902
47 H -3.7957 -0.2774 -0.0463
48 H -4.6079 -1.2472 2.8326
49 H -3.9389 -2.2437 1.5317
50 H -5.5255 -1.5960 1.3576
51 C -0.7976 -2.5865 1.5993
52 C -0.8336 -3.7448 0.5961
53 O -1.7136 -4.6121 0.7427
54 C 0.0789 -3.7152 -0.6382
55 H -0.7591 -1.6191 1.0985
56 H 0.1001 -2.6819 2.2102
57 H -1.6767 -2.6303 2.2423
58 H -0.1092 -4.5770 -1.2785
59 H 1.1006 -3.5801 -0.2831
60 H -0.1159 -2.7829 -1.1683
61 C 1.3982 4.0845 1.4489
62 C -0.0118 3.6661 1.7508
63 O -0.9528 4.1331 1.1494
64 C -0.1594 2.6583 2.8403
65 H 1.9092 3.2857 0.9114
66 H 1.9010 4.3766 2.3709
67 H 1.4160 4.9908 0.8435
68 H -0.0961 1.6993 2.3261
69 H -1.1201 2.7793 3.3408
70 H 0.5535 2.7670 3.6576
71 C -4.7818 -1.9330 -3.7439
72 C -3.7111 -1.1284 -3.0015
73 O -3.9609 -0.0510 -2.5023
74 C -2.3332 -1.7604 -2.8531
75 H -4.4187 -2.6077 -4.5192
76 H -5.5234 -1.3108 -4.2449
77 H -5.3663 -2.5257 -3.0402
78 H -2.0177 -1.6169 -1.8196
79 H -1.6718 -1.3233 -3.6011
80 H -2.4119 -2.8427 -2.9556
81 C 2.8873 3.8036 -1.7165
82 C 3.7770 2.6036 -1.9361
83 O 4.4490 2.4752 -2.9267
84 C 3.8693 1.5925 -0.8016
85 H 3.2432 4.5124 -0.9687
86 H 1.8739 3.4930 -1.4622
87 H 2.9079 4.3401 -2.6651
88 H 3.9403 1.9970 0.2081
89 H 4.6370 0.8335 -0.9525
90 H 2.8470 1.2152 -0.8274
91 C -1.1389 3.1163 -5.8109
92 C -1.0335 2.0478 -4.7366
93 O -1.6837 2.1261 -3.6939
94 C -0.0682 0.9199 -4.9832
95 H -2.0484 3.6568 -5.5486
96 H -1.1780 2.7401 -6.8332
97 H -0.2942 3.7874 -5.6556
98 H 0.5401 0.7409 -4.0966
99 H 0.6029 1.0583 -5.8310
100 H -0.6261 -0.0105 -5.0891
101 C 4.3439 -1.8049 -2.2738
102 C 2.9419 -2.1436 -2.6404
103 O 2.6993 -3.2583 -3.1261
104 C 1.8300 -1.1408 -2.4441
105 H 4.4680 -1.5701 -1.2167
106 H 4.7340 -0.9432 -2.8155
107 H 5.0289 -2.6268 -2.4820
108 H 0.8841 -1.6154 -2.7051
109 H 1.9858 -0.2190 -3.0046
110 H 1.8224 -0.9412 -1.3726

Computed properties:
DFT total energy: -54006.73161 eV
LUMO level: -5.3 eV
Gap between HOMO and LUMO: 4.7317 eV
Net charge: +1

=====

2.
A 2-piece molecular cluster, C7H13F2N overall in a non-equilibrium geometry. Source: the OMol25 dataset; level of theory: ωB97M-V with the def2-TZVPD basis set.

Element x y z (Å)
1 H 0.3886 -0.3431 2.6614
2 N -0.3352 0.1361 2.0939
3 C -0.3980 -0.4224 0.9271
4 C 0.1167 -1.7737 0.5564
5 C -1.0626 0.3126 -0.1972
6 C -1.2984 -0.5864 -1.4235
7 C -0.7006 1.7405 -0.4769
8 C -2.0137 1.3306 0.1819
9 H 0.4800 -2.4305 1.3802
10 H -0.6588 -2.3391 0.0185
11 H 0.8595 -1.7172 -0.2878
12 H -2.1169 -1.1586 -1.0509
13 H -0.4197 -1.1865 -1.6428
14 H -1.4791 0.0677 -2.2560
15 H -0.4828 1.8490 -1.5632
16 H 0.2268 2.1530 0.1014
17 H -2.0071 1.6068 1.2261
18 H -3.0289 1.4323 -0.2010
19 F 1.7395 0.4253 -1.0259
20 C 2.8233 0.2229 -0.0420
21 F 2.5303 0.5499 1.2331
22 H 3.2836 -0.9000 0.0037
23 H 3.5535 1.0309 -0.2166

Computed properties:
DFT total energy: -14391.92126 eV
SMILES: [H]/N=C(\C)C1(C)CC1.FCF
LUMO level: 0.8 eV
Gap between HOMO and LUMO: 10.0835 eV
Relative energy (zero: lowest compared OMol25 entry of this formula, charge and spin): 66.2 kcal per mole

=====

3.
A 8-piece molecular cluster, C57H125N5O11 overall in a non-equilibrium geometry. Source: the OMol25 dataset; level of theory: ωB97M-V with the def2-TZVPD basis set.

Element x y z (Å)
1 C -1.1186 3.1489 3.2221
2 C 0.2843 3.7175 3.4135
3 C 0.0919 5.2297 3.7657
4 C 0.9229 2.9757 4.5568
5 C 2.4425 3.1933 4.5960
6 C 3.0670 2.7851 3.2575
7 C 2.5063 3.5303 2.0281
8 C 3.0887 4.9541 2.0433
9 C 2.9197 2.7950 0.7463
10 N 1.0475 3.6070 2.1768
11 O 0.3020 3.9775 1.0522
12 H -1.6185 2.9567 4.1711
13 H -1.7296 3.8054 2.6029
14 H -1.0743 2.1958 2.6865
15 H -0.2120 5.4421 4.7936
16 H 1.0015 5.8045 3.6031
17 H -0.6945 5.5882 3.1027
18 H 0.5101 3.3355 5.5058
19 H 0.6876 1.9073 4.6319
20 H 2.6852 4.2121 4.9029
21 H 2.8605 2.5838 5.4024
22 H 3.1179 1.7005 3.1393
23 H 4.1023 3.1388 3.3197
24 H 4.1387 5.0376 1.7529
25 H 2.9272 5.5871 2.9195
26 H 2.5182 5.5750 1.3367
27 H 3.9505 2.4476 0.8608
28 H 2.8904 3.4392 -0.1268
29 H 2.3289 1.8841 0.6901
30 H 0.1762 3.1220 0.5709
31 C 2.1572 -1.6595 2.7372
32 C 2.2364 -2.3576 4.1034
33 C 2.7232 -1.3569 5.1405
34 C 0.8060 -2.8135 4.4409
35 C 0.3905 -4.0765 3.6955
36 C 1.3677 -5.2285 3.8929
37 C 2.8304 -4.8683 3.5734
38 C 3.7218 -5.8792 4.2814
39 C 2.9844 -4.9607 2.0351
40 N 3.1209 -3.5131 4.0318
41 O 4.4939 -3.1675 3.8816
42 H 1.6747 -2.3216 2.0079
43 H 1.5001 -0.7911 2.7843
44 H 3.1258 -1.5070 2.2578
45 H 2.8937 -1.8294 6.1116
46 H 3.6815 -0.9090 4.8687
47 H 2.0265 -0.5257 5.2642
48 H 0.6611 -2.8834 5.5197
49 H 0.1091 -2.0685 4.0505
50 H -0.6220 -4.3321 4.0208
51 H 0.2976 -3.9070 2.6172
52 H 0.9340 -6.0608 3.3333
53 H 1.2775 -5.5422 4.9398
54 H 3.6367 -5.7732 5.3675
55 H 4.7769 -5.7037 4.0664
56 H 3.4408 -6.9081 4.0621
57 H 2.2440 -4.3950 1.4686
58 H 2.8964 -6.0143 1.7547
59 H 3.9486 -4.5990 1.6712
60 H 4.8289 -3.4210 4.7498
61 C 4.6348 3.4517 -6.4311
62 C 3.7466 2.5424 -5.5919
63 C 3.3751 1.2944 -6.3970
64 C 4.5138 2.0552 -4.3504
65 C 4.7843 3.1456 -3.2840
66 C 3.4184 3.6915 -2.9258
67 C 2.4916 4.1775 -4.0364
68 C 1.1080 4.2555 -3.3906
69 C 2.9762 5.5640 -4.5069
70 N 2.5055 3.1811 -5.0959
71 O 1.6488 3.4855 -6.1759
72 H 5.4876 2.9273 -6.8607
73 H 5.0111 4.3362 -5.9103
74 H 4.0580 3.9431 -7.2217
75 H 4.2361 0.6727 -6.6402
76 H 2.8577 1.6203 -7.2997
77 H 2.6974 0.6583 -5.8223
78 H 3.9734 1.2487 -3.8481
79 H 5.4518 1.6548 -4.7464
80 H 5.4078 3.8854 -3.7888
81 H 5.2444 2.6796 -2.4166
82 H 3.4062 4.4138 -2.1020
83 H 2.9040 2.8620 -2.4168
84 H 1.1839 4.8634 -2.4888
85 H 0.3119 4.6434 -4.0276
86 H 0.8151 3.2386 -3.1231
87 H 2.7205 6.3333 -3.7739
88 H 4.0674 5.6202 -4.5474
89 H 2.6183 5.8313 -5.5004
90 H 0.9044 2.8865 -6.0403
91 C 1.1226 -1.9065 -4.2535
92 C 2.2588 -2.9235 -4.3693
93 C 2.6758 -3.0685 -5.8480
94 C 3.4658 -2.4162 -3.5808
95 C 3.3200 -2.5819 -2.0665
96 C 3.0379 -4.0479 -1.7303
97 C 1.8361 -4.6737 -2.4994
98 C 1.9609 -6.1803 -2.4024
99 C 0.5312 -4.1282 -1.8636
100 N 1.9344 -4.2690 -3.9099
101 O 0.9808 -4.9509 -4.6985
102 H 0.8500 -1.5477 -3.2644
103 H 1.2973 -0.9893 -4.8327
104 H 0.2741 -2.2722 -4.8405
105 H 2.8748 -2.0866 -6.2912
106 H 3.6152 -3.5959 -6.0280
107 H 1.8981 -3.5309 -6.4542
108 H 4.3777 -2.9527 -3.8550
109 H 3.5553 -1.3570 -3.8332
110 H 4.2616 -2.1959 -1.6734
111 H 2.4911 -1.9813 -1.6811
112 H 2.8051 -4.0929 -0.6640
113 H 3.9552 -4.6103 -1.9224
114 H 2.8680 -6.4578 -2.9436
115 H 1.0978 -6.6521 -2.8664
116 H 2.1194 -6.4558 -1.3597
117 H 0.5516 -3.0422 -1.7966
118 H 0.5145 -4.4399 -0.8145
119 H -0.3117 -4.4859 -2.4518
120 H 1.5187 -5.4377 -5.3328
121 C -7.0129 0.2474 4.9022
122 C -5.9230 -0.8216 4.8771
123 C -6.3833 -1.9067 5.8828
124 C -5.9470 -1.4402 3.4733
125 C -4.7737 -2.3662 3.1582
126 C -3.4257 -1.6875 3.4714
127 C -3.3558 -0.9733 4.8395
128 C -2.9678 -1.9230 5.9679
129 C -2.2458 0.0881 4.7065
130 N -4.6234 -0.2619 5.1105
131 O -4.5489 0.5505 6.2706
132 H -6.8074 1.0562 4.1805
133 H -8.0109 -0.0027 4.5323
134 H -7.1444 0.8042 5.8313
135 H -7.3386 -2.2965 5.5214
136 H -5.6649 -2.7213 5.9525
137 H -6.6465 -1.4808 6.8519
138 H -6.8535 -2.0185 3.2925
139 H -5.9158 -0.6314 2.7368
140 H -4.8484 -3.3110 3.7060
141 H -4.8719 -2.6718 2.1140
142 H -3.2365 -0.9224 2.7158
143 H -2.6387 -2.4329 3.3428
144 H -3.5220 -2.8609 6.0307
145 H -2.9985 -1.4541 6.9529
146 H -1.9256 -2.2300 5.8407
147 H -2.2619 0.7619 5.5700
148 H -2.2899 0.7681 3.8594
149 H -1.2781 -0.4084 4.7568
150 H -4.5139 1.4277 5.8729
151 C -4.0925 3.5577 -0.7310
152 O -4.7343 2.4183 -1.2911
153 C -4.4240 1.2154 -0.6483
154 C -5.1226 -0.0094 -1.2402
155 O -6.5168 -0.0934 -0.9742
156 C -7.2481 0.9352 -1.6026
157 H -4.6352 3.7764 0.1923
158 H -4.1378 4.3706 -1.4488
159 H -3.0393 3.3838 -0.4869
160 H -4.7271 1.2002 0.4056
161 H -3.3613 1.0112 -0.8293
162 H -4.7154 -0.8791 -0.7181
163 H -4.9103 -0.2027 -2.2970
164 H -8.3208 0.7513 -1.6560
165 H -7.0034 1.1137 -2.6593
166 H -7.0516 1.8920 -1.1192
167 C -1.7254 2.1738 -7.0602
168 O -1.4348 2.1836 -5.6904
169 C -2.5382 2.2235 -4.8218
170 C -3.5501 1.1003 -5.0648
171 O -2.8839 -0.1719 -5.2177
172 C -2.0387 -0.4596 -4.1389
173 H -2.2787 3.0700 -7.3747
174 H -2.3349 1.3224 -7.3710
175 H -0.7997 2.1956 -7.6312
176 H -3.0741 3.1503 -5.0773
177 H -2.2686 2.2597 -3.7703
178 H -4.1478 1.2577 -5.9563
179 H -4.1702 0.9738 -4.1731
180 H -1.1548 0.1758 -4.0221
181 H -1.6936 -1.4819 -4.2859
182 H -2.5763 -0.4642 -3.1780
183 C -2.0374 -2.4042 0.2586
184 O -0.9510 -1.5273 -0.0228
185 C -0.9095 -0.5081 0.9639
186 C 0.2072 0.4651 0.6995
187 O -0.2435 1.6216 0.0162
188 C -0.5404 1.3964 -1.3464
189 H -2.1498 -3.0422 -0.6170
190 H -2.9748 -1.8551 0.3854
191 H -1.7507 -2.9698 1.1488
192 H -0.7455 -1.0163 1.9243
193 H -1.8546 0.0465 1.0100
194 H 1.0395 0.0315 0.1262
195 H 0.7302 0.7860 1.6007
196 H 0.3869 1.0713 -1.8350
197 H -0.8127 2.3260 -1.8405
198 H -1.2918 0.6108 -1.4210

Computed properties:
DFT total energy: -91099.32263 eV
SMILES: CC1(C)CCCC(C)(C)N1O.CC1(C)CCCC(C)(C)N1O.CC1(C)CCCC(C)(C)N1O.CC1(C)CCCC(C)(C)N1O.CC1(C)CCCC(C)(C)N1O.COCCOC.COCCOC.COCCOC
LUMO level: 0.5 eV
Gap between HOMO and LUMO: 8.0166 eV
Relative energy (zero: lowest compared OMol25 entry of this formula, charge and spin): 20.6 kcal per mole

=====

4.
A 2-piece molecular cluster, C2H11N2 overall. Source: the OMol25 dataset; level of theory: ωB97M-V with the def2-TZVPD basis set.

Element x y z (Å)
1 C -0.5324 0.0663 1.7097
2 C 0.8470 0.0672 1.0994
3 N 0.8112 0.7436 -0.2447
4 H -1.2254 -0.4883 1.0852
5 H -0.5055 -0.4066 2.6841
6 H -0.9029 1.0761 1.8358
7 H 1.5614 0.6026 1.7150
8 H 1.2147 -0.9391 0.9218
9 H 0.3835 1.6681 -0.1862
10 H 1.7562 0.8694 -0.6059
11 N -0.7272 -0.6959 -2.0874
12 H -0.6078 -0.5292 -3.0826
13 H -1.7070 -0.4938 -1.9040
14 H -0.6386 -1.7038 -1.9780
15 H 0.2728 0.1633 -0.9621

Computed properties:
DFT total energy: -5226.94528 eV
LUMO level: -3.2 eV
Gap between HOMO and LUMO: 12.4971 eV
Net charge: +1
Relative energy (zero: lowest compared OMol25 entry of this formula, charge and spin): 0.0 kcal per mole

=====

5.
C5H8Ag5Br4O3 as an isolated structure in a non-equilibrium geometry. Source: the OMol25 dataset; level of theory: ωB97M-V with the def2-TZVPD basis set.

Element x y z (Å)
1 Ag -3.3482 -2.6598 1.3940
2 Ag -0.5312 1.1895 2.6570
3 Ag 0.4439 -2.1779 2.5208
4 Ag -3.9053 0.8128 2.5095
5 Ag -3.0914 0.4280 -1.2683
6 C -1.3405 -0.4161 0.5354
7 O -0.1389 -0.5035 0.9169
8 O -2.1481 -1.2660 0.0457
9 O -1.9514 0.6796 0.8249
10 Br -1.7293 3.0406 -1.8951
11 C -0.5931 3.3392 -0.3275
12 C 0.5448 2.3729 -0.2316
13 Br 1.4353 2.4920 1.5439
14 H -1.2354 3.2317 0.5417
15 H -0.2245 4.3549 -0.4566
16 H 1.2568 2.3329 -1.0534
17 H 0.1187 1.3706 -0.3177
18 Br 1.9251 -4.4084 0.1377
19 C 1.5863 -2.9065 -1.1115
20 C 2.4878 -1.7133 -0.8320
21 Br 2.2000 -0.3245 -2.2040
22 H 0.5436 -2.6169 -0.9889
23 H 1.6858 -3.3063 -2.1166
24 H 3.5159 -2.0303 -1.0043
25 H 2.4934 -1.3152 0.1800

Computed properties:
DFT total energy: -311591.43778 eV
LUMO level: -13.0 eV
Gap between HOMO and LUMO: 4.5313 eV
Net charge: +3
Relative energy (zero: lowest compared OMol25 entry of this formula, charge and spin): 25.8 kcal per mole

=====

6.
An isolated ion of composition C24H40Cl3N3O3PS and charge +1 in a non-equilibrium geometry. Source: the OMol25 dataset; level of theory: ωB97M-V with the def2-TZVPD basis set.

Element x y z (Å)
1 C 0.3050 2.6352 4.6569
2 C -0.3998 2.2269 3.7382
3 C -1.1700 1.5216 2.5934
4 C -0.3081 1.2125 1.2395
5 C 1.0077 2.0758 1.3354
6 C 1.9760 2.0582 0.0499
7 C 3.5166 2.1661 0.5307
8 C 4.1346 0.7355 0.8212
9 C 4.2827 -0.2239 -0.4481
10 C 4.2975 0.5024 -1.8604
11 C 4.7823 -0.5151 -3.0259
12 C 3.6653 -0.7663 -4.1450
13 O 3.3524 -2.1817 -4.3155
14 C 2.0129 -2.4672 -3.8910
15 C 0.1382 -0.3492 1.3076
16 P 0.8342 -0.8371 3.0148
17 N -0.4455 -1.4948 4.0364
18 O 2.0015 -2.0953 2.8320
19 N -0.8264 -1.2961 0.6683
20 S -0.6415 -3.0025 1.1537
21 C -2.2756 -0.9012 0.6808
22 C -3.0512 -2.0776 -0.0733
23 Cl -2.6409 -2.3788 -1.8274
24 C -4.0007 -2.8809 0.5397
25 C -4.6820 -4.0566 -0.2563
26 Cl -4.4792 -2.6642 2.2588
27 C -2.5636 0.4996 -0.0335
28 C -3.9234 1.1502 0.5462
29 C -4.9351 1.4973 -0.6672
30 C -4.6217 2.9916 -1.1779
31 Cl -6.6111 1.5552 0.1131
32 C -1.3121 1.5425 0.0475
33 O -0.7353 1.8531 -1.2366
34 C -0.3309 0.7727 -1.9428
35 N -0.1135 -0.1716 -2.5914
36 H 0.8734 2.8587 5.5956
37 H -2.0835 2.1713 2.3862
38 H -1.6153 0.5654 3.0374
39 H 1.6963 1.7053 2.1685
40 H 0.7357 3.1761 1.4786
41 H 1.9198 1.1117 -0.5637
42 H 1.7942 3.0056 -0.5530
43 H 3.6154 2.7946 1.4685
44 H 4.0651 2.7241 -0.2899
45 H 3.4335 0.1954 1.5532
46 H 5.1446 0.7584 1.3395
47 H 5.2212 -0.8753 -0.4139
48 H 3.4150 -0.9743 -0.4620
49 H 3.2753 0.8692 -2.2065
50 H 5.0296 1.3680 -1.8990
51 H 5.0701 -1.5341 -2.6206
52 H 5.6955 -0.1242 -3.5774
53 H 4.0970 -0.4457 -5.1548
54 H 2.7139 -0.1721 -3.9957
55 H 1.2204 -1.8350 -4.3934
56 H 1.9782 -2.3009 -2.7581
57 H 1.7394 -3.5633 -4.0430
58 H 1.0743 -0.3878 0.6406
59 H -0.3863 -1.0469 4.9606
60 H -0.3712 -2.5166 4.1133
61 H 2.8480 -1.5986 2.8996
62 H -0.5726 -1.3432 -0.3472
63 H 0.5137 -3.3587 0.4636
64 H -2.6667 -0.8166 1.7357
65 H -3.9089 -4.9017 -0.2943
66 H -5.5972 -4.4827 0.2447
67 H -4.8956 -3.7899 -1.3324
68 H -2.8235 0.2379 -1.1170
69 H -4.4645 0.4136 1.2114
70 H -3.7595 2.1251 1.0865
71 H -4.8955 0.7347 -1.4972
72 H -3.8328 2.9230 -2.0035
73 H -4.1580 3.6307 -0.3581
74 H -5.5523 3.5393 -1.5144
75 H -1.8252 2.5228 0.3397

Computed properties:
DFT total energy: -93826.99343 eV
SMILES: C#CC[C@@]1(CCCCCCCCOC)[C@@H](P(N)O)[N@@H+](S)[C@H](/C(Cl)=C(/C)Cl)[C@@H](C[C@H](C)Cl)[C@@H]1OC#N
LUMO level: -3.3 eV
Gap between HOMO and LUMO: 8.0849 eV
Net charge: +1
Relative energy (zero: lowest compared OMol25 entry of this formula, charge and spin): 0.0 kcal per mole